The following is a quantum chemistry calculation of a molecular structure, C4H5NO in a non-equilibrium geometry, from the OMol25 dataset.

```
11
Properties=species:S:1:pos:R:3:lowdin_charge:R:1
N -0.2498 -1.0578 2.7436 0.1241
C -0.6431 -0.6408 1.7330 -0.2435
C -1.0895 -0.0410 0.4952 -0.1144
C -0.0921 0.2659 -0.5575 -0.4767
C 1.2583 -0.1828 -0.7910 -0.0439
O 0.1863 -0.3293 -1.7519 0.0234
H -0.7568 1.2261 0.1318 0.1779
H -2.1238 -0.2304 0.2018 0.1152
H -0.0994 1.5218 -0.8052 0.1925
H 1.9877 0.5922 -1.0091 0.1184
H 1.6220 -1.1239 -0.3908 0.1270
```

Summary:
Max |F| in eV/Å: 4.4
HOMO energy in eV: -9.63
HOMO-LUMO gap in eV: 10.143
Relative energy (zero: lowest compared OMol25 entry of this formula, charge and spin) in kcal per mole: 127.6
Charge: 0
E in hartree: -285.2113